P.
Entry from the Open Molecules 2025 dataset: CHINO2P as an isolated structure (wB97M-V/def2-TZVPD).

```
7
Properties=species:S:1:pos:R:3
C -0.976 0.582 0.104
N -1.139 -0.588 0.396
O -1.038 -1.692 0.744
O 1.093 -1.155 -0.907
P 1.066 0.302 -1.068
I 2.635 1.144 0.628
H -1.641 1.407 0.103
```

net charge: 0
LUMO level (alpha / beta): -1.4 / -1.4 eV
orbital gap (alpha / beta): 7.89 / 7.89 eV
HOMO energy (alpha / beta): -9.285 / -9.285 eV
molar mass: 216.9 u

List of Löwdin charges in e, atom by atom: atom 1 (C): -0.060, atom 2 (N): -0.206, atom 3 (O): 0.153, atom 4 (O): -0.591, atom 5 (P): 0.372, atom 6 (I): 0.248, atom 7 (H): 0.083

---

Q.
Entry from the Open Molecules 2025 dataset: a 2-piece molecular cluster, CHINO2P overall (wB97M-V/def2-TZVPD).

```
7
Properties=species:S:1:pos:R:3
C -0.078 0.687 0.056
N -0.736 1.617 -0.203
O -1.543 2.398 -0.569
H 0.687 0.048 0.671
O -2.609 -1.308 -1.894
P -2.502 -1.011 -0.441
I -4.430 0.271 0.162
```

SMILES string: C#[N+][O-].O=PI
net charge: 0
LUMO level: -1.1 eV
orbital gap: 8.54 eV
HOMO energy: -9.673 eV
molar mass: 216.9 u

List of Löwdin charges in e, atom by atom: atom 1 (C): 0.034, atom 2 (N): -0.268, atom 3 (O): 0.007, atom 4 (H): 0.134, atom 5 (O): -0.590, atom 6 (P): 0.336, atom 7 (I): 0.346

---

It turns out P is the most stable, with the second structure 6.8 kJ/mol higher.